[1]
Molecular formula: C26H23N3O3STi
Method: DFT, the ωB97M-V functional and the def2-TZVPD basis

XYZ file:
```
57
Properties=species:S:1:pos:R:3:lowdin_spin:R:1
Ti 0.0000 0.0000 0.0000 1.1407
S -2.8173 -1.5107 0.7520 0.0187
O 2.4738 3.1908 0.7504 -0.0029
O -1.5722 -1.1427 0.0000 0.0217
O -0.1283 4.0300 0.7686 0.0942
N -1.6853 1.1045 -0.3590 0.1625
N 2.0126 -0.0974 -0.3590 0.0073
N 0.6101 1.8776 0.2219 0.0100
C 4.1148 -1.2340 -0.7064 -0.0014
C -6.0791 -5.0176 2.1034 0.0000
C 1.8996 2.1681 0.3794 0.0022
C -5.6093 -3.5223 -3.1093 0.0001
C -2.9010 0.6476 -0.7122 0.1074
C -1.6199 2.4020 0.0203 0.1620
C -4.0539 1.4211 -0.7067 0.0137
C -5.5100 -2.7923 -1.9229 0.0018
C -4.2668 -1.2933 -0.3254 0.0082
C -5.0278 -4.5816 1.2954 0.0002
C 2.7273 -1.1826 -0.7096 0.0077
C -4.0484 -3.4471 3.1890 0.0003
C -0.2634 2.8685 0.3874 0.0421
C -3.2673 -2.1354 -2.5122 0.0027
C -4.0052 -3.7832 1.8273 0.0001
C -2.8688 -3.3154 0.9548 0.0028
C 4.8182 -0.0979 -0.3175 0.0074
C 4.1110 1.0417 0.0523 -0.0012
C -5.0998 -3.8853 3.9952 0.0000
C -4.3294 -2.1041 -1.5974 0.0020
C -3.9560 2.7522 -0.3123 0.1797
C -4.5339 -3.5670 -3.9922 0.0015
C -3.3645 -2.8719 -3.6950 0.0001
C -2.7145 3.2574 0.0604 -0.0090
C 2.7227 0.9924 0.0150 0.0103
C -6.1161 -4.6681 3.4514 0.0002
H 2.1323 -2.0406 -1.0048 -0.0010
H -2.3479 -1.5862 -2.3149 0.0017
H -4.6096 -4.1332 -4.9167 0.0001
H 4.6115 1.9528 0.3591 -0.0002
H 4.6320 -2.1386 -1.0016 -0.0003
H 5.9027 -0.0938 -0.3027 0.0005
H -6.3684 -2.7621 -1.2544 0.0001
H -6.5292 -4.0499 -3.3481 0.0000
H -4.8313 3.3925 -0.2956 0.0131
H -5.0037 0.9941 -1.0043 -0.0026
H -2.9233 -0.3951 -1.0116 0.0043
H -2.8809 -3.8001 -0.0255 0.0002
H -6.9324 -5.0126 4.0810 0.0000
H -1.9249 -3.6092 1.4291 0.0001
H -3.2579 -2.8455 3.6347 0.0001
H -5.0094 -4.8774 0.2484 0.0000
H -2.5262 -2.8947 -4.3870 0.0000
H -6.8666 -5.6376 1.6819 0.0000
H -2.5844 4.2875 0.3714 -0.0044
H -4.3073 -0.2306 -0.5905 0.0034
H -5.1228 -3.6208 5.0493 0.0000
H 0.5441 -1.6744 0.0000 -0.0082
H -5.1449 -1.4930 0.2987 0.0000
```

Output
E_LUMO (alpha / beta): -0.17 / -0.20 eV
multiplicity: 3
gap between HOMO and LUMO (alpha / beta): 4.65 / 8.01 eV
charge: 0
DFT total energy: -71893.89946 eV
energy above the lowest of the compared OMol25 structures with the same formula, charge and spin: 95.1 kcal per mole



[2]
Molecular formula: CH3O2S
Method: DFT, the ωB97M-V functional and the def2-TZVPD basis

XYZ file:
```
7
Properties=species:S:1:pos:R:3:mulliken_charge:R:1
S -2.4495 -0.0241 0.2657 -0.5858
O 2.4616 -0.0336 -0.9647 -0.6258
O 0.2310 -0.1388 -0.7622 -0.5624
C 1.4019 0.1403 -0.3697 0.1595
H -1.0449 -0.1385 -0.2527 0.3162
H 1.4514 0.6449 0.6101 0.2429
H -2.0515 -0.4502 1.4735 0.0554
```

Output
E_LUMO: 3.88 eV
gap between HOMO and LUMO: 8.58 eV
charge: -1
DFT total energy: -16017.42280 eV
energy above the lowest of the compared OMol25 structures with the same formula, charge and spin: 8.2 kcal per mole



[3]
Molecular formula: C27H51HoNO2Si2
Method: DFT, the ωB97M-V functional and the def2-TZVPD basis

XYZ file:
```
84
Properties=species:S:1:pos:R:3:lowdin_spin:R:1
Ho 0.6486 0.7018 -0.5355 4.0332
Si -3.1026 2.1300 -0.6276 -0.0002
Si 2.9651 -1.3076 -0.6050 -0.0018
O 2.0694 2.0397 -1.5961 -0.0018
O -0.4777 2.5273 -4.2790 0.0002
N -1.2109 -1.2434 -0.3665 -0.0026
C -0.8139 -0.9909 2.0294 -0.0009
C 0.0012 0.1265 1.7969 -0.0102
C 2.9894 -2.7251 0.6137 -0.0003
C 3.1291 2.7455 -3.7772 0.0001
C 0.3856 0.3295 4.2022 -0.0003
C -2.6787 -2.4267 1.1515 0.0000
C -0.6572 4.3126 -6.0412 0.0000
C -3.7226 3.9086 -0.6982 -0.0003
C 0.7001 1.4904 -6.2012 0.0000
C -3.9619 1.1312 -1.9769 0.0000
C -1.1356 3.8491 -4.7077 0.0000
C 1.9550 3.4639 -1.2543 0.0000
C -1.9397 -1.7214 -1.4064 0.0001
C -3.4377 -2.8882 0.0823 0.0001
C -3.2162 1.4302 1.0960 0.0002
C 2.9050 1.6359 -2.7799 0.0001
C -3.0614 -2.5374 -1.2207 0.0000
C 3.0172 3.9436 -0.2978 0.0000
C 2.7526 0.2474 0.4209 -0.0068
C -0.4438 1.3287 -5.2609 0.0001
C -0.9989 -1.4717 3.3605 -0.0004
C -1.3197 2.2739 -1.3007 -0.0064
C -1.5692 -1.5995 0.9034 0.0000
C -0.4114 -0.7993 4.4346 0.0003
C 1.5645 -1.6171 -1.8480 -0.0017
C 4.5312 -1.2917 -1.6409 -0.0004
C 0.5944 0.7696 2.8674 -0.0003
H -3.6106 0.4071 1.0923 0.0000
H -2.9462 -2.6497 2.1850 0.0000
H 0.5696 2.3418 -6.8677 0.0000
H 3.7966 3.5396 -3.3895 0.0000
H -1.1291 5.2856 -6.2126 0.0000
H 3.5804 0.9519 0.2513 0.0001
H 2.8713 5.0175 -0.1586 0.0000
H 2.7815 -0.0280 1.4955 0.0003
H -4.0562 0.0696 -1.7283 0.0000
H 4.0184 3.7744 -0.7049 0.0000
H -1.5969 -2.3744 3.5284 -0.0001
H -2.1942 3.6181 -4.6648 0.0000
H 3.5477 -2.4093 1.5058 0.0000
H 0.8718 0.8597 5.0301 -0.0001
H 1.9648 -2.9871 0.9157 0.0000
H 1.2838 1.6064 2.6868 0.0000
H -0.9620 3.6233 -6.8327 0.0000
H 0.7567 0.5969 -6.8295 0.0000
H -3.8627 2.0468 1.7433 0.0000
H -0.9823 2.2422 -3.4887 0.0002
H 5.3603 -0.8262 -1.0928 0.0000
H -0.8789 4.4940 -3.8633 0.0000
H -3.1553 4.5518 -0.0149 0.0000
H -4.9537 1.5346 -2.2199 0.0000
H 2.1863 3.2005 -4.1136 0.0000
H 1.6354 1.5948 -5.6406 0.0000
H 4.8074 -2.3291 -1.8768 0.0000
H -4.7859 3.9958 -0.4544 -0.0001
H -3.5804 4.3071 -1.7138 0.0000
H -1.4308 1.3430 -5.7371 0.0000
H 0.5307 -1.3414 -1.5669 -0.0007
H -1.5706 2.5053 -2.3442 -0.0002
H -3.3584 1.1879 -2.8955 0.0000
H -4.3177 -3.4937 0.2726 0.0000
H -0.9036 3.2430 -0.9466 0.0004
H 4.4047 -0.7598 -2.5934 0.0000
H 0.9617 3.6131 -0.8217 0.0001
H -2.2182 1.3924 1.5558 0.0001
H 1.5530 -2.7148 -1.8800 -0.0002
H -3.6097 -2.8841 -2.0961 0.0000
H 1.9734 3.9975 -2.2016 0.0000
H 0.4256 4.4581 -6.0396 0.0000
H 3.4832 -3.6027 0.1769 0.0000
H 2.9229 3.4995 0.6920 0.0000
H 1.7848 -1.2447 -2.8583 0.0002
H -0.3598 0.4856 -4.5732 0.0001
H 3.8572 1.2895 -2.3687 0.0000
H 3.6448 2.3141 -4.6517 0.0000
H -0.5834 -1.1557 5.4545 0.0000
H 2.3821 0.7898 -3.2535 0.0001
H -1.5926 -1.4555 -2.4147 0.0001
```

Output
E_LUMO (alpha / beta): -2.43 / -2.43 eV
multiplicity: 5
gap between HOMO and LUMO (alpha / beta): 6.94 / 6.93 eV
charge: +1
DFT total energy: -75955.76109 eV